The following is a quantum chemistry calculation of a 2-piece molecular cluster, C4H9N2 overall, from the Open Molecules 2025 dataset.

Computed properties:
- Relative energy (zero: lowest compared OMol25 entry of this formula, charge and spin): 131.2 kcal/mol
- Largest force on an atom: 7.0 eV Å⁻¹
- M: 85.13 g mol⁻¹
- Highest occupied orbital energy: -0.552 Ha
- Gap between HOMO and LUMO: 0.398 hartree
- Energy: -7262.454 eV

The geometry in ORCA input format:
```
! RIJCOSX wB97M-V def2-TZVPD def2/J DEFGRID3
* xyz 1 1
C 1.589 -1.240 -0.471
C -1.434 -0.081 0.254
C -2.844 -0.329 -0.203
C 2.361 1.094 0.345
N -0.417 -0.821 -0.219
N 2.301 -0.254 -0.160
H -1.328 0.793 0.864
H -3.335 0.497 0.022
H -3.286 -1.071 0.312
H -2.956 -0.758 -1.169
H 2.642 0.985 1.307
H 1.287 1.479 0.434
H 2.958 1.655 -0.216
H -0.841 -1.620 -0.672
H 3.304 -0.330 -0.429
*
```

Okay, here come the natural (NBO) numbers, in e, for every atom: 0.5615, 0.2679, -0.6938, -0.3896, -0.6068, -0.6517, 0.2008, 0.2404, 0.2627, 0.2535, 0.2366, 0.2271, 0.2311, 0.3843, 0.4760

The following is a quantum chemistry calculation of a 2-piece molecular cluster, C4H10O3 overall, from the Open Molecules 2025 dataset.

Computed properties:
- Relative energy (zero: lowest compared OMol25 entry of this formula, charge and spin): 39.4 kcal/mol
- Largest force on an atom: 5.3 eV Å⁻¹
- M: 106.12 g mol⁻¹
- Structure (SMILES): CCCC(=O)O.O
- Highest occupied orbital energy: -0.389 Ha
- Gap between HOMO and LUMO: 0.409 hartree
- Energy: -10451.536 eV

The geometry in ORCA input format:
```
! RIJCOSX wB97M-V def2-TZVPD def2/J DEFGRID3
* xyz 0 1
C -1.081 1.483 1.909
C -0.189 0.331 1.417
C 0.945 0.844 0.528
C 1.165 -0.340 -0.378
O 1.796 -1.265 -0.058
O 0.460 -0.103 -1.523
H -1.867 1.667 1.328
H -0.492 2.374 2.113
H -1.630 1.169 2.944
H -0.847 -0.415 0.859
H 0.222 -0.042 2.367
H 0.551 1.758 -0.167
H 1.934 1.118 0.836
H 0.746 -0.520 -2.386
O -2.221 -1.011 -1.705
H -2.620 -0.893 -0.880
H -1.323 -1.090 -1.586
*
```

Okay, here come the natural (NBO) numbers, in e, for every atom: -0.5795, -0.4046, -0.5128, 0.8124, -0.5546, -0.7508, 0.1986, 0.2076, 0.1932, 0.2017, 0.2254, 0.2143, 0.2412, 0.5101, -0.9332, 0.4618, 0.4691

The following is a quantum chemistry calculation of C14H14N8O5 as an isolated structure, from the Open Molecules 2025 dataset.

Computed properties:
- Largest force on an atom: 12.6 eV Å⁻¹
- M: 374.32 g mol⁻¹
- Highest occupied orbital energy: -0.325 Ha
- Gap between HOMO and LUMO: 0.263 hartree
- Energy: -36893.312 eV

The geometry in ORCA input format:
```
! RIJCOSX wB97M-V def2-TZVPD def2/J DEFGRID3
* xyz 0 1
O -4.987 4.551 3.371
N -3.767 4.730 3.354
O -3.259 5.853 3.343
C -2.876 3.581 3.346
C -1.529 3.767 3.352
C -0.625 2.684 3.344
N 0.805 2.932 3.368
O 1.205 4.034 3.748
O 1.564 2.027 3.014
C -1.064 1.401 3.326
N -2.424 1.135 3.334
N -3.085 -0.046 3.349
N -4.209 0.514 3.355
N -4.601 1.746 3.354
C -3.357 2.246 3.341
H -1.142 4.773 3.368
H -0.370 0.580 3.298
C 2.299 -1.970 -5.021
C 1.706 -1.273 -3.797
N 1.378 -2.210 -2.698
C 0.686 -1.680 -1.567
C 1.029 -2.006 -0.259
C 0.429 -1.355 0.791
N -0.493 -0.414 0.674
C -0.835 -0.124 -0.570
C -0.298 -0.706 -1.692
C 2.428 -3.224 -2.462
C 2.976 -3.826 -3.757
O 3.378 -2.818 -4.668
H 1.552 -2.584 -5.535
H 2.684 -1.247 -5.751
H 2.416 -0.545 -3.394
H 0.804 -0.717 -4.071
H 1.783 -2.748 -0.073
H 0.717 -1.614 1.797
H -1.600 0.627 -0.687
H -0.646 -0.424 -2.668
H 3.234 -2.735 -1.908
H 2.015 -4.007 -1.817
H 3.852 -4.459 -3.571
H 2.228 -4.448 -4.262
*
```

Okay, here come the natural (NBO) numbers, in e, for every atom: -0.3246, 0.5131, -0.3663, -0.0199, -0.1001, -0.0527, 0.5188, -0.3547, -0.3589, 0.1395, -0.1950, -0.0004, -0.0711, -0.1980, 0.3026, 0.2866, 0.2738, -0.0765, -0.2410, -0.4216, 0.2209, -0.3134, 0.0549, -0.4713, 0.0505, -0.2974, -0.2483, -0.0744, -0.5229, 0.1678, 0.2049, 0.1842, 0.2104, 0.2199, 0.1871, 0.1892, 0.2169, 0.1815, 0.2128, 0.2046, 0.1686

The following is a quantum chemistry calculation of a 3-piece molecular cluster, C4H14N2O2 overall, from the Open Molecules 2025 dataset.

Computed properties:
- Relative energy (zero: lowest compared OMol25 entry of this formula, charge and spin): 68.4 kcal/mol
- Largest force on an atom: 5.9 eV Å⁻¹
- M: 122.17 g mol⁻¹
- Structure (SMILES): C=C(N)CCN.O.O
- Highest occupied orbital energy: -0.304 Ha
- Gap between HOMO and LUMO: 0.325 hartree
- Energy: -11447.726 eV

The geometry in ORCA input format:
```
! RIJCOSX wB97M-V def2-TZVPD def2/J DEFGRID3
* xyz 0 1
C 1.430 2.497 0.902
C 0.507 1.693 0.342
N -0.135 1.958 -0.908
C -0.057 0.582 1.129
C 1.097 -0.362 1.497
N 0.706 -1.420 2.512
H 1.870 3.513 0.488
H 2.005 2.260 1.808
H -0.948 1.429 -1.165
H -0.099 2.860 -1.222
H -0.637 0.939 1.953
H -0.677 0.030 0.299
H 1.519 -0.819 0.648
H 1.887 0.523 2.034
H 1.611 -1.807 2.772
H 0.466 -0.998 3.321
O -0.182 -2.571 -2.475
H -0.090 -1.929 -1.741
H 0.556 -2.491 -2.990
O -2.871 -1.255 -2.056
H -2.580 -1.362 -2.877
H -2.321 -1.770 -1.527
*
```

Okay, here come the natural (NBO) numbers, in e, for every atom: -0.5279, 0.1845, -0.8199, -0.4495, -0.1824, -0.8143, 0.2022, 0.2009, 0.3879, 0.3786, 0.2332, 0.1803, 0.1902, 0.1495, 0.3461, 0.3393, -0.9404, 0.4701, 0.4696, -0.9231, 0.4622, 0.4629

Question: Among the records above, which one has the highest energy?
Answer: C4H9N2